# 1
55
Properties=species:S:1:pos:R:3:lowdin_charge:R:1 method="wB97M-V/def2-TZVPD" smiles="CCCCCn1c(SCC#N)nc2cc(C(=O)NC[C@H]3CCCO3)ccc2c1=O" e_lumo_ev=0.043 e_homo_ev=-8.75 e_tot_ha=-1658.800842 charge=0 e_above_lowest_kcal_mol=23.2
C 6.4755 0.4583 -3.1399 -0.112
C 4.9896 0.2444 -2.8761 -0.263
C 4.5463 0.7328 -1.4970 -0.215
C 5.0942 -0.1266 -0.3594 -0.185
C 4.7072 0.4178 1.0172 -0.171
N 3.2689 0.4894 1.2015 0.008
C 2.5369 -0.6075 1.5156 -0.559
N 1.2621 -0.6519 1.6558 0.087
C 0.5454 0.4901 1.4304 -0.189
C -0.8486 0.4371 1.4959 0.051
C -1.5889 1.5808 1.2652 -0.113
C -0.9420 2.7953 1.0009 0.001
C 0.4292 2.8559 0.9270 0.015
C 1.1897 1.7015 1.1295 -0.058
C 2.6436 1.7392 1.0284 -0.361
O 3.3061 2.7298 0.8115 0.090
H 0.9457 3.7789 0.7122 0.123
H -1.5488 3.6757 0.8566 0.120
C -3.0858 1.5875 1.3203 -0.449
O -3.7160 2.5492 1.7086 0.080
N -3.6641 0.4336 0.9089 0.077
H -3.0855 -0.2879 0.5090 0.127
C -5.0931 0.2699 0.8206 -0.110
H -5.3935 -0.6374 1.3533 0.131
C -5.5868 0.2119 -0.6406 -0.323
H -5.1882 1.0809 -1.1746 0.155
C -5.2457 -1.1167 -1.3257 -0.123
H -5.2426 -0.9779 -2.4069 0.118
H -4.2810 -1.5173 -1.0220 0.108
C -6.4166 -2.0089 -0.9061 -0.151
H -6.1754 -2.5630 0.0008 0.104
C -7.5507 -1.0029 -0.6413 -0.189
H -8.3359 -1.0536 -1.4012 0.118
O -6.9934 0.3001 -0.7033 -0.099
H -8.0108 -1.1639 0.3414 0.117
H -6.6847 -2.7244 -1.6800 0.107
H -5.5457 1.1373 1.3067 0.131
H -1.3046 -0.5089 1.7439 0.121
S 3.3939 -2.1244 1.7693 1.027
C 1.9505 -3.1733 2.1766 -0.427
C 0.9979 -3.1820 1.1012 -0.335
N 0.2524 -3.2331 0.2363 0.159
H 1.4889 -2.7830 3.0845 0.090
H 2.3508 -4.1753 2.3405 0.087
H 5.0787 1.4399 1.1273 0.129
H 5.1302 -0.2113 1.8066 0.100
H 4.7317 -1.1514 -0.4686 0.089
H 6.1831 -0.1506 -0.4007 0.113
H 3.4535 0.7198 -1.4597 0.113
H 4.8654 1.7673 -1.3559 0.117
H 4.4181 0.7864 -3.6326 0.105
H 4.7491 -0.8165 -2.9783 0.107
H 6.7193 0.1778 -4.1619 0.068
H 6.7382 1.5045 -3.0001 0.074
H 7.0863 -0.1434 -2.4718 0.062

---

# 2
55
Properties=species:S:1:pos:R:3:lowdin_charge:R:1 method="wB97M-V/def2-TZVPD" e_lumo_ev=0.643 e_homo_ev=-8.47 e_tot_ha=-1335.195866 charge=0 e_above_lowest_kcal_mol=458.0
C -2.9745 -4.3101 1.7833 -0.067
H -3.9491 -4.1854 1.7690 0.019
H -2.4467 -4.1836 2.6742 0.058
H -2.7759 -5.3271 1.2527 0.114
C -2.3849 -3.4015 0.6688 -0.442
C -2.7202 -1.9211 1.4544 -0.045
H -2.3148 -1.8787 2.5642 0.139
C -2.0869 -0.7238 0.3888 -0.100
N -2.6390 -0.8340 -0.9250 -0.034
C -3.2163 0.0385 -1.5170 -0.453
O -3.9103 0.0717 -2.5385 0.026
C -3.3859 1.5567 -1.0535 -0.232
C -2.2914 2.1617 -0.6191 0.007
N -2.8670 3.6444 -0.2054 0.105
C -4.1591 3.4145 -0.6673 -0.205
N -4.5084 2.1533 -0.8546 0.123
H -5.2804 1.6692 -1.2742 0.174
H -4.9161 4.1553 -0.3625 0.117
C -0.7623 2.2445 -0.4188 -0.640
O -0.2942 1.2056 -0.6527 0.091
N -0.2989 3.1381 0.2047 0.121
H -0.9214 4.0305 0.7451 0.266
C 1.1573 3.1932 0.6354 -0.231
C 1.4336 3.9682 1.9798 0.017
H 2.5645 4.0638 1.7529 0.126
H 1.2761 4.9732 1.6390 0.072
H 0.9880 3.3329 2.6717 0.066
C 1.5487 1.7690 0.8203 -0.227
O 0.9375 0.9199 1.8470 -0.101
O 2.5364 1.1692 0.1391 0.009
C 2.9092 -0.0513 0.1278 -0.258
C 4.2482 -0.3466 -0.5152 -0.256
C 4.5967 0.2171 -1.6335 -0.047
C 5.8126 -0.0848 -2.2087 -0.034
C 6.7946 -0.6646 -1.4601 -0.094
C 6.5889 -0.8969 -0.1672 -0.132
C 5.3066 -0.9506 0.1617 -0.062
H 5.0641 -1.3243 1.5858 0.213
H 7.3008 -1.5542 0.3798 0.130
H 7.7024 -0.5776 -1.7858 0.061
H 6.1309 0.3590 -3.0090 0.055
H 3.6474 0.7480 -1.9708 0.157
H 2.7566 -0.5065 1.2601 0.166
H 2.1229 -0.9020 -0.3601 0.195
H 1.6411 3.4693 -0.3641 0.182
C -2.2146 -2.2175 -1.4548 0.003
C -2.8984 -3.3759 -0.5538 -0.209
H -2.6389 -4.3767 -1.0255 0.146
H -4.0377 -3.0463 -0.6607 0.183
H -2.9512 -2.0596 -2.3870 0.164
H -1.2639 -2.2602 -1.5885 0.052
H -2.2828 0.2798 0.8673 0.118
H -0.7872 -0.7741 0.3848 0.185
H -3.6760 -1.7581 1.5915 0.019
H -1.2107 -3.4535 0.8841 0.187

---

# 3
57
Properties=species:S:1:pos:R:3:lowdin_charge:R:1 method="wB97M-V/def2-TZVPD" smiles="CCOC(=O)N1CCN(C(=O)c2ccc3c(=O)n(C[C@H]4CCCO4)c(=S)[nH]c3c2)CC1" e_lumo_ev=-0.004 e_homo_ev=-8.49 e_tot_ha=-1809.329972 charge=0 e_above_lowest_kcal_mol=7.6
C -3.6485 -2.9307 1.4642 -0.055
C -4.4461 -2.9646 0.1685 -0.210
H -4.0220 -3.6784 -0.5410 0.124
H -5.4892 -3.2207 0.3775 0.122
O -4.4113 -1.7093 -0.5155 -0.028
C -5.2763 -0.7746 -0.0604 -0.535
O -6.0454 -0.9497 0.8513 0.106
N -5.2268 0.3737 -0.7901 -0.039
C -4.2225 0.6578 -1.7905 -0.100
H -3.6008 -0.2251 -1.9252 0.114
H -4.7190 0.8835 -2.7414 0.127
C -3.3803 1.8728 -1.3304 -0.104
N -3.4737 2.0056 0.1015 -0.044
C -2.5356 1.5938 0.9863 -0.420
O -2.6895 1.6628 2.1888 0.092
C -1.2551 1.0680 0.4022 -0.129
C -0.1016 1.8234 0.5122 0.064
C 1.1084 1.3075 0.0502 -0.159
C 1.1531 0.0272 -0.5135 -0.053
C -0.0138 -0.7306 -0.5967 0.025
C -1.2097 -0.2173 -0.1446 -0.012
H -2.1111 -0.8066 -0.2001 0.097
H 0.0520 -1.7201 -1.0223 0.126
C 2.4288 -0.5206 -0.9827 -0.353
O 2.5537 -1.6228 -1.4719 0.101
N 3.5302 0.3212 -0.8470 0.011
C 3.4809 1.5794 -0.3164 -0.753
S 4.7647 2.6064 -0.2296 0.714
N 2.2708 2.0276 0.1185 0.087
H 2.2662 2.9535 0.5272 0.136
C 4.8203 -0.2497 -1.1854 -0.114
H 5.5200 0.5717 -1.3441 0.073
H 4.7083 -0.8412 -2.0956 0.138
C 5.3022 -1.1611 -0.0369 -0.302
H 4.6224 -2.0172 0.0284 0.148
O 5.2254 -0.4871 1.2039 -0.106
C 6.5148 -0.0012 1.5208 -0.209
C 7.4737 -1.0838 1.0266 -0.144
H 8.4702 -0.6958 0.8316 0.110
H 7.5410 -1.8819 1.7660 0.111
C 6.7716 -1.5848 -0.2404 -0.113
H 6.8623 -2.6616 -0.3613 0.112
H 7.1808 -1.1026 -1.1279 0.113
H 6.5472 0.1598 2.5983 0.125
H 6.6999 0.9538 1.0095 0.082
H -0.1358 2.8059 0.9585 0.133
C -4.8020 2.3469 0.5758 -0.089
H -4.9690 3.4252 0.4792 0.129
C -5.8484 1.5584 -0.2399 -0.101
H -6.6766 1.2471 0.3960 0.126
H -6.2344 2.1551 -1.0704 0.126
H -4.8401 2.0765 1.6330 0.125
H -3.7715 2.7936 -1.7760 0.128
H -2.3391 1.7587 -1.6314 0.123
H -4.0637 -2.1815 2.1338 0.080
H -3.7058 -3.9022 1.9467 0.079
H -2.6044 -2.6942 1.2719 0.067

---

# 4
53
Properties=species:S:1:pos:R:3:lowdin_charge:R:1 method="wB97M-V/def2-TZVPD" smiles="CSc1ccc(/C=N/NC(=O)CN2CCN(Cc3ccccc3)CC2)cc1" e_lumo_ev=0.446 e_homo_ev=-7.86 e_tot_ha=-1508.241939 charge=0 e_above_lowest_kcal_mol=48.2
C -4.4624 -7.2067 3.6591 -0.400
H -5.0557 -8.0369 4.0294 0.029
H -3.4331 -7.3142 3.9885 0.037
H -4.5295 -7.1603 2.5761 0.037
S -5.1987 -5.7170 4.3910 0.890
C -4.2303 -4.3940 3.7463 -0.549
C -3.1447 -4.5627 2.8961 -0.094
C -2.4508 -3.4585 2.4428 -0.032
C -2.8189 -2.1681 2.8227 -0.213
C -3.9124 -2.0112 3.6820 -0.027
C -4.6064 -3.1065 4.1364 -0.114
H -5.4512 -2.9899 4.7986 0.100
H -4.1976 -1.0144 3.9775 0.107
C -2.0722 -1.0342 2.3207 -0.096
N -2.4118 0.1490 2.6567 0.066
N -1.7663 1.2594 2.2183 0.031
C -0.6988 1.4076 1.3773 -0.426
O -0.1023 0.4864 0.8632 0.065
C -0.3531 2.8898 1.1650 -0.119
N 0.7243 3.1712 0.2476 -0.158
C 0.4509 2.7521 -1.1196 -0.165
C 1.5640 3.2670 -2.0392 -0.159
N 2.8895 2.8407 -1.6322 -0.166
C 3.1041 3.2192 -0.2505 -0.171
C 2.0222 2.6917 0.6992 -0.171
H 2.2004 3.0822 1.7051 0.123
H 2.0655 1.5940 0.7418 0.112
H 4.0854 2.8630 0.0711 0.119
H 3.0993 4.3129 -0.2128 0.121
C 3.1666 1.4384 -1.9129 -0.155
C 3.1798 1.1881 -3.3968 -0.229
C 2.4706 0.1330 -3.9528 -0.045
C 2.5001 -0.0921 -5.3188 -0.089
C 3.2348 0.7411 -6.1435 -0.099
C 3.9407 1.8006 -5.5965 -0.084
C 3.9151 2.0209 -4.2321 -0.042
H 4.4554 2.8475 -3.7965 0.114
H 4.5142 2.4546 -6.2375 0.100
H 3.2563 0.5671 -7.2094 0.098
H 1.9449 -0.9182 -5.7395 0.100
H 1.8911 -0.5185 -3.3135 0.110
H 2.4576 0.7474 -1.4322 0.115
H 4.1635 1.2237 -1.5107 0.133
H 1.3834 2.9323 -3.0626 0.120
H 1.5582 4.3610 -2.0212 0.124
H -0.5028 3.1897 -1.4277 0.125
H 0.3716 1.6592 -1.2073 0.111
H -1.2508 3.3995 0.7966 0.128
H -0.0906 3.3199 2.1383 0.129
H -2.1908 2.0971 2.5963 0.143
H -1.2389 -1.2602 1.6603 0.112
H -1.6081 -3.5987 1.7809 0.114
H -2.8312 -5.5451 2.5810 0.090

---

# 5
53
Properties=species:S:1:pos:R:3:lowdin_charge:R:1 method="wB97M-V/def2-TZVPD" e_lumo_ev="-15.751 / -15.116" e_homo_ev="-21.87 / -21.86" e_tot_ha=-2052.622422 charge=+4 multiplicity=2
V -0.0893 0.4396 -0.0371 1.143
C -0.6186 -3.0366 1.0979 0.030
C -1.1005 -1.8067 0.4140 -0.240
C -1.7726 -0.7930 1.1295 0.017
C -2.4403 0.2694 0.4679 -0.244
C -3.2913 1.2395 1.2132 0.033
C -2.2886 0.3699 -0.9349 0.004
C -1.6268 -0.6253 -1.6894 -0.240
C -1.6718 -0.6488 -3.1743 0.029
C -0.9366 -1.6275 -0.9735 0.009
H -0.2407 -2.8467 2.1012 0.105
H 0.1015 -3.5976 0.5059 0.117
H -1.5027 -3.6761 1.2300 0.148
H -1.8683 -0.8791 2.2077 0.168
H -3.1703 1.1568 2.2912 0.113
H -4.3355 0.9995 0.9761 0.144
H -3.1343 2.2689 0.8884 0.110
H -2.7974 1.1759 -1.4561 0.169
H -2.4619 -1.3622 -3.4468 0.148
H -0.7469 -1.0243 -3.6121 0.116
H -1.9503 0.3097 -3.6074 0.110
H -0.3538 -2.3553 -1.5294 0.170
C 1.2176 1.8841 -3.8411 0.039
C 2.4336 1.2290 -4.0115 0.074
C 2.8826 0.3494 -3.0289 0.080
C 2.1028 0.1319 -1.9111 -0.153
N 0.9043 0.7579 -1.7605 -0.005
C 0.4769 1.6173 -2.7105 -0.072
C 2.5012 -0.6591 -0.7374 -0.155
C 3.6779 -1.3675 -0.6068 0.079
C 3.9769 -1.9707 0.6132 0.074
C 3.0943 -1.8342 1.6798 0.040
C 1.9212 -1.1386 1.4807 -0.079
N 1.6202 -0.5712 0.2943 0.000
H 0.8467 2.5859 -4.5768 0.150
H 3.0355 1.4086 -4.8948 0.157
H 3.8381 -0.1447 -3.1398 0.145
H -0.4848 2.0903 -2.5481 0.133
H 4.3700 -1.4456 -1.4339 0.146
H 4.8977 -2.5302 0.7304 0.157
H 3.3084 -2.2675 2.6481 0.150
H 1.1969 -1.0155 2.2774 0.128
C 1.0920 1.9754 3.4932 0.022
N 0.6829 3.1411 2.6926 0.116
C 0.2308 3.1281 1.4714 -0.399
N -0.1137 4.1972 0.7859 0.281
O 0.1003 1.9353 0.8501 -0.102
H 1.4462 2.3505 4.4491 0.125
H 1.9105 1.4558 2.9991 0.093
H 0.2372 1.3249 3.6732 0.101
H 0.7690 4.0495 3.1393 0.196
H -0.0300 5.1297 1.1769 0.175
H -0.4492 4.1310 -0.1616 0.148

---

Which of these has the highest charge? C21H26N4OV

---

Which of these has the highest charge? C21H26N4OV